51
Properties=species:S:1:pos:R:3:forces:R:3 method="wB97M-V/def2-TZVPD" total_charge=+1 energy_ev=-68187.38438 gap_ev="6.76 / 5.95" spin_multiplicity=2
Ir 1.7942 -0.5176 0.9551 -0.15 -0.16 -0.36
N 5.9030 -0.4904 0.0007 0.01 -0.08 0.01
C 4.5750 -0.6339 -0.0405 0.00 0.04 -0.06
S 3.7768 -1.4111 1.3332 -0.12 0.10 0.26
N 3.8847 -0.3083 -1.0893 0.00 0.00 0.01
N 2.5559 -0.6083 -0.9027 -0.06 0.04 -0.10
C 1.8927 -0.9739 -1.9530 0.05 0.05 -0.04
C 0.5918 -1.5621 -1.9391 -0.02 0.04 0.00
C -0.0376 -1.7903 -3.1830 0.03 0.05 0.03
C -1.2259 -2.4641 -3.2651 -0.03 -0.02 0.01
C -1.8092 -2.9718 -2.0941 0.00 0.00 -0.04
C -1.2202 -2.7716 -0.8708 0.04 0.03 0.03
C -0.0216 -2.0455 -0.7608 -0.01 -0.03 -0.05
O 0.4585 -1.8721 0.4640 -0.06 0.10 0.14
H 6.4100 -0.5976 0.8606 0.00 0.03 0.01
H 6.3819 -0.1207 -0.8039 -0.01 0.02 0.00
H 2.4184 -0.8776 -2.8981 -0.01 0.00 -0.01
H 0.4406 -1.4117 -4.0774 0.01 0.00 -0.02
H -1.7016 -2.6205 -4.2224 0.00 0.00 0.00
H -2.7304 -3.5363 -2.1580 0.00 0.00 0.00
H -1.6425 -3.1840 0.0367 -0.02 0.01 0.00
O 2.4177 3.2408 2.2014 0.05 0.02 -0.03
C 2.0808 2.3686 1.4495 -0.14 0.01 0.03
O 2.7349 1.2277 1.3016 0.18 0.05 0.13
C 0.8552 2.5398 0.5791 -0.01 -0.08 0.04
C 0.8923 2.2311 -0.7732 0.01 -0.01 -0.05
C -0.2608 2.3718 -1.5283 0.01 0.06 0.01
C -1.4579 2.7928 -0.9891 0.01 0.03 0.00
C -1.4517 3.1063 0.3601 -0.06 -0.04 0.01
C -0.3210 3.0178 1.1492 0.00 -0.07 0.04
N -2.7308 3.5254 0.9865 -0.02 0.21 -0.08
O -3.6997 3.6074 0.2632 0.06 -0.07 0.05
O -2.7154 3.7505 2.1773 0.01 -0.11 0.00
N -0.2083 2.0428 -2.9689 -0.02 -0.18 -0.05
O 0.8674 1.6967 -3.4185 0.00 -0.03 0.05
O -1.2397 2.1090 -3.5961 0.02 0.04 0.05
H 1.8088 1.9151 -1.2501 0.01 -0.03 0.01
H -2.3515 2.8886 -1.5874 0.00 -0.01 -0.01
H -0.3530 3.2923 2.1947 -0.01 0.02 0.00
S 0.6315 -0.1025 2.9690 0.26 -0.01 0.01
C -0.9226 -0.8076 2.6406 -0.05 0.01 0.02
N -1.3740 -1.9276 3.1678 0.00 0.01 0.03
C -2.7875 -2.1634 2.8513 0.01 -0.01 -0.01
C -3.1189 -0.9753 1.9158 0.02 -0.02 -0.01
N -1.8613 -0.2202 1.9191 0.00 -0.03 -0.02
H -0.8138 -2.4979 3.7790 0.01 -0.01 -0.02
H -3.3843 -2.1545 3.7614 0.00 0.00 0.00
H -2.9135 -3.1247 2.3576 0.00 0.00 0.00
H -3.9330 -0.3626 2.2972 0.00 0.00 0.00
H -3.3604 -1.3009 0.9056 -0.01 0.00 0.00
H -1.7239 0.6819 1.4925 0.02 0.01 0.01

---

43
Properties=species:S:1:pos:R:3:forces:R:3 method="wB97M-V/def2-TZVPD" total_charge=-1 energy_ev=-73738.52422 gap_ev="7.74 / 7.39" spin_multiplicity=2
Mn 0.0724 -0.0872 -0.2595 -1.55 1.37 0.49
C -3.1637 3.8906 -5.4347 -0.03 0.01 0.04
C -2.1856 3.6853 -4.3158 0.07 -0.03 -0.10
C -0.8514 3.4050 -4.5786 -0.15 0.02 0.07
C 0.0562 3.2770 -3.5420 0.24 -0.01 0.14
C -0.3704 3.4282 -2.2395 0.44 -0.13 0.34
C -1.7025 3.6614 -1.9566 -0.08 0.06 0.09
C -2.6067 3.7903 -2.9926 0.13 -0.01 0.00
S 0.8248 3.4404 -0.8991 -0.13 -0.32 -0.44
O 0.5102 4.6014 -0.0931 -0.15 -0.18 0.02
O 2.1366 3.4234 -1.5028 -0.24 -0.23 0.07
N 0.4822 2.0465 -0.1262 -0.22 0.05 -1.02
C 0.4662 1.9799 1.2211 -0.29 0.03 0.97
C 1.0672 2.9051 2.0934 0.26 0.05 0.34
C 0.9575 2.7183 3.4514 -0.23 -0.19 -0.26
C 0.2295 1.6279 3.9338 0.03 0.04 0.15
C -0.2974 0.7385 3.0255 -0.07 -0.26 -0.14
N -0.1805 0.8759 1.7034 0.45 0.51 -0.86
H -2.6909 3.7411 -6.4046 -0.05 -0.05 -0.01
H -3.5603 4.9072 -5.4069 -0.06 0.00 -0.03
H -4.0015 3.2004 -5.3315 -0.06 0.00 -0.11
H -0.5142 3.2989 -5.5991 0.02 -0.01 -0.13
H 1.1003 3.0826 -3.7206 0.18 -0.02 -0.09
H -1.9993 3.7581 -0.9255 -0.17 0.03 0.15
H -3.6488 3.9873 -2.7854 -0.10 0.01 0.07
H 1.6168 3.7295 1.6677 0.01 0.00 0.17
H 1.4272 3.4080 4.1400 0.01 0.06 -0.01
H 0.0941 1.4601 4.9920 0.01 -0.01 0.03
H -0.8489 -0.1327 3.3619 0.07 -0.03 -0.05
C -4.0946 -1.3467 -2.5625 -0.07 0.03 -0.04
C -3.8243 -1.9096 -1.3275 -0.09 -0.12 0.09
C -2.6616 -1.5869 -0.6459 0.51 0.21 0.16
C -1.7027 -0.6858 -1.1484 0.38 0.24 -0.02
C -2.0266 -0.1285 -2.4023 0.31 0.03 0.30
C -3.1867 -0.4451 -3.0910 -0.08 0.06 -0.18
H -4.9994 -1.6033 -3.1008 -0.01 0.02 0.00
H -4.5298 -2.6034 -0.8895 -0.05 -0.10 0.05
H -2.4822 -2.0551 0.3178 -0.04 -0.03 0.03
H -1.3418 0.5855 -2.8590 -0.04 0.00 0.02
H -3.3888 0.0195 -4.0473 0.01 0.05 -0.13
O 2.6459 -3.0885 0.0757 -1.38 2.32 -0.77
N 2.3887 -2.0973 -0.6276 1.46 -1.63 -0.06
O 1.4632 -1.2849 -0.2569 0.79 -1.80 0.67

---

39
Properties=species:S:1:pos:R:3:forces:R:3 method="wB97M-V/def2-TZVPD" energy_ev=-36835.94586 gap_ev=8.36 smiles="Cc1ccc([C@@H](c2ccccc2)C2C(=O)NC(=S)NC2=O)cc1"
C 5.2821 0.8408 0.2606 0.09 0.37 -0.02
C 3.8106 0.6872 0.5338 0.29 -0.68 -0.26
C 3.3379 -0.5229 1.0645 -0.01 0.57 0.12
C 1.9803 -0.7163 1.2079 -0.73 -0.40 0.02
C 1.0639 0.2347 0.7374 -0.64 -0.14 -1.63
C -0.4002 -0.1980 0.4777 -0.30 -1.51 1.72
C -1.4595 0.7480 1.1134 0.11 -0.34 -0.88
C -2.6141 0.1184 1.6016 0.37 -0.37 -0.40
C -3.8137 0.7940 1.6746 0.06 0.87 0.29
C -3.8603 2.1627 1.3361 0.08 -0.90 -0.38
C -2.6925 2.8311 0.9820 0.45 -0.22 0.63
C -1.4547 2.1539 0.9901 -0.67 -0.21 -0.43
C -0.7681 -0.6498 -1.0492 0.20 0.77 -1.48
C 0.1753 -1.6058 -1.7721 2.50 -0.55 0.22
O 1.3774 -1.3907 -1.8862 -1.74 -0.14 0.20
N -0.3020 -2.8346 -2.3231 0.14 -0.84 0.29
C -1.5978 -3.3365 -2.2816 0.50 0.71 0.70
S -2.0423 -4.9213 -2.5266 0.39 1.11 -0.04
N -2.4690 -2.3292 -1.9480 -0.94 -0.35 0.25
C -2.1748 -0.9870 -1.5550 -1.85 0.42 1.09
O -3.0948 -0.1886 -1.5814 1.21 -0.74 0.06
C 1.5388 1.4513 0.2161 -0.03 -0.35 -0.12
C 2.9132 1.6692 0.1388 -0.13 0.25 -0.02
H 5.4747 1.8574 -0.0991 0.16 -0.20 0.09
H 5.8723 0.6662 1.1618 0.03 0.05 -0.03
H 5.6375 0.1405 -0.5057 -0.19 0.09 0.14
H 4.0353 -1.3182 1.3241 -0.11 0.23 0.05
H 1.5849 -1.6590 1.6280 0.31 0.52 -0.36
H -0.5461 -1.2139 0.8965 0.28 0.70 0.88
H -2.5400 -0.9502 1.8635 -0.24 0.52 -0.36
H -4.7030 0.2522 1.9749 -0.02 0.19 0.03
H -4.8211 2.6526 1.2791 0.00 0.15 0.09
H -2.7235 3.8856 0.6927 0.03 -0.33 0.32
H -0.5389 2.7378 0.8600 -0.51 -0.42 -0.26
H -0.5716 0.3126 -1.4854 0.06 0.45 -1.00
H 0.4202 -3.5493 -2.5390 -0.60 1.06 0.16
H -3.4693 -2.6173 -1.9317 1.12 0.68 -0.12
H 0.8557 2.1963 -0.2222 0.52 -0.60 0.21
H 3.2972 2.5961 -0.3092 -0.20 -0.41 0.24

---

40
Properties=species:S:1:pos:R:3:forces:R:3 method="wB97M-V/def2-TZVPD" energy_ev=-30095.55598 gap_ev=8.46 smiles="CCOc1ccc([C@H]2C(C#N)=C(N)Oc3cc(C)oc(=O)c32)cc1"
C 5.6329 3.0001 1.0102 -0.35 -0.25 -0.16
C 4.6768 2.2131 0.1276 0.31 0.16 -0.14
O 3.6325 1.7303 0.9502 -0.09 -0.02 0.16
C 2.6423 0.9882 0.3893 -0.19 -0.13 -0.08
C 2.5567 0.6502 -0.9568 0.36 0.25 0.12
C 1.4966 -0.1139 -1.4132 -0.23 -0.11 0.19
C 0.5095 -0.5547 -0.5495 0.15 0.01 -0.28
C -0.6521 -1.3905 -1.0510 -0.02 0.18 0.15
C -0.7082 -2.7151 -0.3193 -0.93 0.82 0.14
C 0.2734 -3.6701 -0.6052 0.27 -0.39 0.04
N 1.0808 -4.4571 -0.8312 0.23 -0.27 -0.06
C -1.6276 -2.9655 0.6411 0.23 -0.42 -0.32
N -1.7354 -4.1371 1.3342 -0.21 0.38 0.03
O -2.6263 -2.0939 0.9777 0.17 -0.23 0.03
C -2.8021 -1.0022 0.1828 0.30 0.59 -0.86
C -3.9696 -0.2254 0.4365 0.02 0.16 -0.12
C -4.1973 0.8620 -0.3344 -0.25 -0.52 0.65
C -5.3648 1.7784 -0.1872 0.23 -0.03 -0.17
O -3.3692 1.2095 -1.3266 -0.12 0.29 -0.13
C -2.2181 0.5039 -1.6314 0.34 -0.03 -0.29
O -1.5484 0.8962 -2.5528 -0.22 -0.15 0.30
C -1.9394 -0.6499 -0.8080 -0.13 -0.57 0.39
C 0.5966 -0.2125 0.7959 0.13 0.06 -0.08
C 1.6462 0.5465 1.2626 0.12 0.09 0.01
H 6.4524 3.3890 0.4126 0.09 0.05 -0.04
H 6.0321 2.3571 1.7897 0.08 -0.04 0.07
H 5.1081 3.8278 1.4794 -0.01 0.10 0.04
H 4.2673 2.8607 -0.6601 0.02 -0.13 0.05
H 5.2028 1.3725 -0.3459 -0.12 0.08 0.00
H 3.3056 0.9757 -1.6610 0.09 0.05 -0.03
H 1.4377 -0.3618 -2.4619 -0.03 -0.03 -0.13
H -0.5221 -1.5503 -2.1275 -0.05 -0.01 0.14
H -2.3006 -4.1185 2.1661 0.06 -0.03 0.01
H -0.9356 -4.7475 1.3301 0.02 -0.01 0.03
H -4.6366 -0.5147 1.2283 -0.17 0.06 0.08
H -6.0078 1.4537 0.6239 -0.03 -0.02 0.04
H -5.9317 1.8028 -1.1161 -0.07 0.00 -0.05
H -5.0138 2.7904 0.0070 0.00 0.07 0.03
H -0.1649 -0.5429 1.4895 -0.07 -0.04 0.08
H 1.7211 0.8156 2.3045 0.02 0.03 0.13

---

40
Properties=species:S:1:pos:R:3:forces:R:3 method="wB97M-V/def2-TZVPD" total_charge=-1 energy_ev=-102715.51430 gap_ev="5.95 / 6.85" spin_multiplicity=6
Ru -1.1186 0.8034 -0.5695 -0.19 0.00 0.25
O -2.5206 -0.9045 0.0380 -0.04 -0.01 -0.07
N -3.6052 -0.9770 -0.7083 0.15 0.01 0.13
C -4.7640 -1.2692 -0.0766 0.07 0.02 -0.09
C -5.9396 -1.4141 -0.7595 0.10 0.03 0.00
C -5.9175 -1.2348 -2.1478 -0.17 -0.05 0.07
C -4.7426 -0.9116 -2.7682 0.27 0.06 -0.08
C -3.5310 -0.7570 -2.0583 -0.23 -0.04 0.10
S -2.0482 -0.3169 -2.7684 0.07 -0.01 0.04
H -4.6428 -1.3681 0.9907 -0.05 -0.01 0.01
H -6.8414 -1.6432 -0.2116 -0.03 -0.01 -0.05
H -6.8246 -1.3364 -2.7302 -0.01 0.00 0.01
H -4.6948 -0.7430 -3.8348 -0.03 -0.01 0.01
C 2.5303 -3.1414 1.6626 -0.09 -0.01 -0.06
C 1.3521 -3.1013 0.8789 0.05 -0.02 0.03
C 0.7208 -1.9132 0.6473 0.00 0.05 0.02
C 1.2170 -0.6871 1.1771 -0.24 -0.10 -0.25
C 0.5393 0.5482 0.8934 0.12 -0.05 0.04
C 1.0878 1.6733 1.4759 -0.05 0.08 0.07
C 2.2552 1.6402 2.2794 -0.07 0.01 0.01
C 2.9039 0.4625 2.5184 -0.05 -0.09 -0.05
C 2.3897 -0.7416 1.9690 0.21 0.07 0.12
C 3.0311 -1.9893 2.1938 -0.01 0.04 0.01
H 3.0291 -4.0869 1.8413 0.00 0.00 0.00
H 0.9457 -4.0151 0.4623 0.03 -0.02 0.02
H -0.1929 -1.8824 0.0623 0.02 0.03 -0.01
H 0.6025 2.6326 1.3176 0.01 0.01 0.00
H 2.6352 2.5607 2.7121 -0.01 0.01 -0.01
H 3.7972 0.4257 3.1333 0.00 0.00 0.00
H 3.9302 -2.0106 2.8015 0.00 0.01 0.00
C 3.4649 3.4265 -0.8783 0.05 0.10 0.04
C 3.1502 1.9643 -1.1567 -0.15 -0.37 -0.11
C 1.8178 1.7656 -1.7287 0.11 0.08 0.21
N 0.7270 1.5842 -2.0356 0.07 0.06 -0.36
H 4.4325 3.5002 -0.3819 0.00 0.02 0.00
H 2.7104 3.8647 -0.2268 -0.02 -0.03 0.01
H 3.5027 4.0083 -1.7989 -0.01 -0.01 -0.01
H 3.1431 1.3773 -0.2320 0.06 0.08 -0.01
H 3.8809 1.5060 -1.8257 0.03 0.07 -0.01
Se -2.4131 2.7012 -0.1570 0.04 0.00 -0.03

---

38
Properties=species:S:1:pos:R:3:forces:R:3 method="wB97M-V/def2-TZVPD" energy_ev=-34788.39841 gap_ev=8.50 smiles="C/C(=N/NC(=O)Cc1cccc2ccccc12)c1cccs1"
C 1.4891 -2.5367 3.0076 -0.03 0.05 0.00
C 0.6349 -1.6680 2.1279 0.01 0.24 0.36
N 0.3452 -0.5303 2.6289 0.39 -0.03 0.81
N -0.3859 0.3967 1.9953 -0.52 -0.45 -0.91
C -0.3986 1.7009 2.4103 -0.12 0.11 0.04
O 0.1115 2.0984 3.4266 0.08 0.14 0.09
C -1.1561 2.6177 1.4453 0.07 0.04 0.11
C -1.3128 2.0837 0.0507 -0.35 0.11 -0.11
C -2.5665 1.8658 -0.4646 0.25 0.08 0.25
C -2.7492 1.3412 -1.7517 0.05 -0.15 -0.33
C -1.6688 1.0144 -2.5190 -0.22 0.02 0.03
C -0.3593 1.2108 -2.0323 0.07 0.18 0.27
C 0.7681 0.8447 -2.7966 0.19 -0.02 -0.04
C 2.0324 1.0197 -2.3105 -0.13 -0.10 -0.24
C 2.2230 1.5854 -1.0416 -0.04 0.12 0.26
C 1.1515 1.9542 -0.2766 0.18 0.02 -0.02
C -0.1697 1.7686 -0.7392 -0.10 -0.05 -0.40
C 0.2932 -2.2101 0.8208 -0.47 0.01 -0.77
C 0.9491 -3.2361 0.1864 -0.06 0.27 0.28
C 0.4293 -3.5446 -1.0843 -0.14 -0.02 -0.21
C -0.6330 -2.7695 -1.4216 -0.12 0.33 0.26
S -1.0132 -1.6389 -0.1908 0.44 -0.57 0.09
H 1.5681 -2.0660 3.9822 0.03 0.00 0.03
H 2.4875 -2.6387 2.5864 0.12 -0.08 -0.03
H 1.0526 -3.5277 3.1115 0.02 -0.11 0.02
H -0.8087 0.1965 1.0895 0.24 0.20 0.33
H -0.6305 3.5760 1.4422 0.01 -0.08 0.10
H -2.1408 2.7957 1.8852 0.06 0.03 -0.01
H -3.4371 2.0998 0.1314 -0.05 0.03 0.11
H -3.7522 1.1908 -2.1223 -0.07 -0.03 -0.06
H -1.7976 0.5965 -3.5071 -0.03 -0.04 -0.11
H 0.6091 0.4158 -3.7759 0.00 -0.04 -0.09
H 2.8904 0.7286 -2.8984 0.04 -0.03 -0.07
H 3.2265 1.7270 -0.6686 0.07 0.03 0.06
H 1.3202 2.3854 0.6982 0.06 0.05 0.10
H 1.7939 -3.7481 0.6085 0.14 -0.07 0.16
H 0.8284 -4.3155 -1.7187 0.04 -0.12 -0.13
H -1.2237 -2.7839 -2.3154 -0.10 -0.06 -0.22